*w*
ORCA calculation (the ωB97M-V functional and the def2-TZVPD basis) on a structure of composition C5H8N2.

Geometry as XYZ:
```
15
Properties=species:S:1:pos:R:3:nbo_charge:R:1
C 0.39 -1.35 0.31 -0.60
C 0.05 0.14 -0.04 -0.03
C -0.27 0.90 1.27 -0.58
N 1.05 0.79 -0.79 -0.40
C -1.13 0.03 -0.93 -0.15
C -0.80 0.31 -2.25 0.10
N 0.35 0.72 -2.50 -0.21
H -0.45 -1.86 0.81 0.21
H 1.24 -1.35 1.00 0.21
H 0.66 -1.92 -0.59 0.22
H 0.58 0.85 1.95 0.21
H -0.49 1.94 1.03 0.23
H -1.14 0.45 1.75 0.22
H 2.00 0.49 -0.53 0.35
H -2.11 -0.26 -0.56 0.21
```

Summary:
- Charge: 0
- HOMO energy (alpha / beta): -9.4 / -8.3 eV
- LUMO level (alpha / beta): -0.73 / -1.47 eV
- HOMO-LUMO gap (alpha / beta): 8.63 / 6.88 eV

***

*x*
ORCA calculation (the ωB97M-V functional and the def2-TZVPD basis) on an isolated molecule of C5H8N2.

Geometry as XYZ:
```
15
Properties=species:S:1:pos:R:3:nbo_charge:R:1
C -0.98 1.21 -0.22 -0.62
C -0.28 -0.13 -0.25 0.10
C 1.17 -0.07 -0.73 -0.51
C 1.99 0.61 0.29 0.29
N 2.59 1.14 1.12 -0.33
C -0.44 -1.07 0.85 -0.26
N -0.82 -1.47 -0.54 -0.63
H -0.46 1.84 0.52 0.23
H -0.94 1.72 -1.18 0.22
H -2.03 1.12 0.09 0.22
H 1.28 0.44 -1.69 0.25
H 1.54 -1.10 -0.85 0.27
H -1.28 -0.84 1.51 0.19
H 0.38 -1.62 1.28 0.20
H -1.71 -1.78 -0.22 0.38
```

Summary:
- SMILES: C[C@@]1(CC#N)CN1
- Charge: 0
- HOMO energy: -10.0 eV
- LUMO level: 0.89 eV
- HOMO-LUMO gap: 10.93 eV

***

*y*
ORCA calculation (the ωB97M-V functional and the def2-TZVPD basis) on an isolated molecule of C5H8N2.

Geometry as XYZ:
```
15
Properties=species:S:1:pos:R:3:nbo_charge:R:1
C 0.18 2.03 0.95 -0.68
C -0.74 1.08 0.27 -0.06
C -0.21 0.18 -0.76 -0.31
N 0.57 -0.85 -0.05 -0.38
C 0.79 -2.18 -0.62 -0.25
C -0.34 -1.86 0.32 0.25
N -1.47 -1.88 0.77 -0.26
H 1.18 2.00 0.50 0.21
H 0.30 1.81 2.02 0.23
H -0.20 3.05 0.88 0.22
H -1.81 1.20 0.41 0.19
H -1.00 -0.26 -1.38 0.20
H 0.52 0.73 -1.38 0.21
H 0.54 -2.37 -1.67 0.21
H 1.70 -2.67 -0.27 0.23
```

Summary:
- Charge: 0
- HOMO energy (alpha / beta): -8.0 / -8.9 eV
- LUMO level (alpha / beta): -0.50 / 0.38 eV
- HOMO-LUMO gap (alpha / beta): 7.50 / 9.30 eV

***

Out of the structures above, which one is the most stable? Solution: *x*.